P.
# C3H9I3Si2

A 2-piece molecular cluster, C3H9I3Si2 overall (the ωB97M-V functional and the def2-TZVPD basis, the OMol25 dataset).

Last column: natural (NBO) charge in e.
Atoms and positions in Å:
I (0.65, -4.54, -0.35)  -0.59
I (3.03, 1.16, -1.71)  -0.16
I (3.64, 0.49, 2.19)  -0.13
Si (-0.28, 0.13, 0.05)  1.30
Si (2.09, -0.24, 0.18)  0.61
C (-0.75, -0.95, -1.42)  -1.16
C (-0.33, 2.06, -0.33)  -1.13
C (-1.00, -0.36, 1.76)  -1.16
H (-0.75, -1.32, 2.39)  0.29
H (0.01, 2.67, 0.57)  0.25
H (-2.07, -0.49, 1.52)  0.26
H (-0.66, -1.97, -1.13)  0.29
H (-0.87, 0.25, 2.67)  0.27
H (0.36, 2.33, -1.26)  0.26
H (-0.09, -0.75, -2.35)  0.27
H (-1.67, -0.93, -1.94)  0.27
H (-1.29, 2.47, -0.83)  0.27

Values from the calculation:
- Highest occupied orbital energy (spin up / spin down): -7.6 / -7.6 eV

=====

Q.
# C3H9I3Si2

A 2-piece molecular cluster, C3H9I3Si2 overall (the ωB97M-V functional and the def2-TZVPD basis, the OMol25 dataset).

Last column: natural (NBO) charge in e.
Atoms and positions in Å:
I (-2.91, -3.56, -0.94)  -0.56
I (0.22, -1.14, -3.97)  -0.07
I (-2.39, 1.45, -2.59)  -0.09
Si (-0.80, -0.28, -1.89)  0.55
Si (0.26, 0.09, 0.16)  1.19
C (1.99, 0.92, -0.07)  -1.08
C (0.28, -1.53, 1.09)  -1.13
C (-0.85, 1.39, 1.06)  -1.10
H (-0.38, 2.19, 1.65)  0.26
H (-1.55, 0.86, 1.76)  0.25
H (-0.74, -1.80, 0.92)  0.27
H (0.87, -2.38, 0.78)  0.26
H (0.27, -1.56, 2.20)  0.27
H (2.68, 0.32, -0.55)  0.24
H (2.52, 1.29, 0.82)  0.26
H (1.99, 1.81, -0.70)  0.24
H (-1.47, 1.92, 0.26)  0.25

Values from the calculation:
- Highest occupied orbital energy (spin up / spin down): -8.0 / -8.0 eV

=====

Quick one: most stable of them? Q

=====

P.
# C3H4N2O

One molecule with the formula C3H4N2O (the ωB97M-V functional and the def2-TZVPD basis, the OMol25 dataset).

Last column: natural (NBO) charge in e.
Atoms and positions in Å:
O (0.09, -0.91, 0.99)  -0.31
N (1.86, 0.11, -0.05)  -0.81
N (-1.30, -0.99, 0.96)  -0.15
C (0.50, 0.05, 0.15)  0.49
C (-0.58, 0.71, -0.38)  -0.45
C (-1.66, -0.05, 0.13)  -0.02
H (2.30, -0.72, 0.36)  0.39
H (-2.71, 0.02, -0.15)  0.22
H (-0.61, 1.60, -0.99)  0.24
H (2.10, 0.19, -1.03)  0.39

Values from the calculation:
- Highest occupied orbital energy: -8.9 eV
- SMILES: Nc1ccno1

=====

Q.
# C3H4N2O

One molecule with the formula C3H4N2O (the ωB97M-V functional and the def2-TZVPD basis, the OMol25 dataset).

Last column: natural (NBO) charge in e.
Atoms and positions in Å:
O (2.24, 0.06, -0.07)  -0.66
N (0.27, -1.20, -0.05)  -0.35
N (-1.03, -0.87, 0.00)  -0.34
C (0.89, -0.04, -0.02)  0.43
C (0.00, 1.05, 0.06)  -0.40
C (-1.24, 0.46, 0.07)  -0.03
H (-2.23, 0.88, 0.12)  0.22
H (2.58, -0.84, -0.21)  0.49
H (-1.72, -1.61, -0.01)  0.41
H (0.25, 2.11, 0.10)  0.24

Values from the calculation:
- Highest occupied orbital energy: -8.9 eV
- SMILES: Oc1cc[nH]n1

=====

R.
# C3H4N2O

One molecule with the formula C3H4N2O (the ωB97M-V functional and the def2-TZVPD basis, the OMol25 dataset).

Last column: natural (NBO) charge in e.
Atoms and positions in Å:
O (1.89, -0.60, -1.04)  -0.33
N (0.46, -0.63, -1.27)  -0.12
N (0.92, 0.08, 0.76)  -0.67
C (-0.04, -0.13, -0.19)  0.33
C (2.16, -0.18, 0.19)  0.26
C (-1.49, 0.09, 0.07)  -0.65
H (1.66, 0.93, 1.06)  0.47
H (-1.81, -0.49, 0.94)  0.24
H (-2.08, -0.21, -0.80)  0.25
H (-1.68, 1.15, 0.28)  0.24

Values from the calculation:
- Highest occupied orbital energy: -10.1 eV

=====

Quick one: most stable of them? Q

=====

P.
# C3H4N2O

One molecule with the formula C3H4N2O (the ωB97M-V functional and the def2-TZVPD basis, the OMol25 dataset).

Last column: natural (NBO) charge in e.
Atoms and positions in Å:
O (1.46, 0.59, 0.03)  -0.40
N (0.06, -1.13, -0.03)  -0.49
N (-2.07, -0.01, -0.08)  -0.80
C (1.29, -0.72, 0.03)  0.34
C (0.19, 1.11, -0.03)  -0.04
C (-0.67, 0.07, -0.04)  0.23
H (2.23, -1.31, 0.04)  0.20
H (-2.52, 0.63, 0.58)  0.38
H (-2.32, -0.97, 0.23)  0.39
H (0.12, 2.17, -0.03)  0.21

Values from the calculation:
- Highest occupied orbital energy: -8.6 eV
- SMILES: Nc1cocn1

=====

Q.
# C3H4N2O

A 2-piece molecular cluster, C3H4N2O overall (the ωB97M-V functional and the def2-TZVPD basis, the OMol25 dataset).

Last column: natural (NBO) charge in e.
Atoms and positions in Å:
O (0.28, 1.14, 0.80)  -0.51
N (-1.02, 0.35, -0.93)  -0.67
N (1.29, -2.67, 1.35)  -0.29
C (0.71, -2.11, 0.52)  0.04
C (1.45, 0.67, 0.40)  0.17
C (-0.84, 1.21, -0.03)  0.40
H (-1.46, 2.04, 0.27)  0.18
H (1.32, 0.42, -0.69)  0.06
H (-1.88, 0.54, -1.44)  0.37
H (0.16, -1.58, -0.24)  0.25

Values from the calculation:
- Highest occupied orbital energy: -9.3 eV

=====

Quick one: most stable of them? P

=====

P.
# C3H4N2O

C3H4N2O as an isolated structure (the ωB97M-V functional and the def2-TZVPD basis, the OMol25 dataset).

Last column: natural (NBO) charge in e.
Atoms and positions in Å:
O (-0.12, 0.48, 1.73)  -0.44
N (-0.75, -1.80, 0.00)  -0.82
N (-1.65, 0.38, -0.51)  -0.53
C (1.04, 0.79, -0.43)  -0.74
C (-1.41, -0.77, -0.30)  0.49
C (0.00, 0.43, 0.57)  0.84
H (0.99, 0.14, -1.30)  0.27
H (-0.99, -2.20, 0.90)  0.39
H (0.87, 1.83, -0.72)  0.27
H (2.01, 0.73, 0.07)  0.25

Values from the calculation:
- Highest occupied orbital energy: -9.5 eV

=====

Q.
# C3H4N2O

One molecule with the formula C3H4N2O (the ωB97M-V functional and the def2-TZVPD basis, the OMol25 dataset).

Last column: natural (NBO) charge in e.
Atoms and positions in Å:
O (-0.46, -0.01, 2.49)  -0.48
N (-1.73, -1.08, -0.74)  -0.07
N (-0.91, -1.98, -0.59)  -0.07
C (0.65, 0.17, -0.63)  -0.65
C (-0.73, -0.87, 1.71)  0.43
C (-0.55, -0.67, -0.13)  0.04
H (-1.12, -1.84, 1.82)  0.12
H (1.58, -0.04, -0.19)  0.23
H (0.30, 1.10, -0.35)  0.23
H (0.73, 0.22, -1.67)  0.22

Values from the calculation:
- Highest occupied orbital energy: -9.5 eV
- SMILES: CC1(C=O)N=N1

=====

R.
# C3H4N2O

One molecule with the formula C3H4N2O (the ωB97M-V functional and the def2-TZVPD basis, the OMol25 dataset).

Last column: natural (NBO) charge in e.
Atoms and positions in Å:
O (-1.67, -1.23, -0.11)  -0.67
N (0.54, -0.81, 0.07)  -0.54
N (0.96, 1.37, 0.01)  -0.44
C (-0.69, -0.23, -0.05)  0.39
C (1.48, 0.18, 0.11)  0.15
C (-0.40, 1.20, -0.14)  -0.20
H (-2.54, -0.83, -0.15)  0.49
H (-1.00, 2.13, -0.02)  0.22
H (0.74, -1.80, 0.11)  0.43
H (2.52, -0.02, 0.22)  0.19

Values from the calculation:
- Highest occupied orbital energy: -8.2 eV
- SMILES: Oc1cnc[nH]1

=====

Quick one: most stable of them? R

=====

P.
# C3H4N2O

One molecule with the formula C3H4N2O (the ωB97M-V functional and the def2-TZVPD basis, the OMol25 dataset).

Last column: natural (NBO) charge in e.
Atoms and positions in Å:
O (3.95, -0.66, 0.10)  -0.48
N (2.32, 1.17, 0.07)  -0.47
N (1.56, -0.08, -0.08)  -0.39
C (-1.09, -0.18, 0.27)  -0.50
C (3.00, 0.02, 0.01)  0.84
C (0.23, -0.59, 0.09)  -0.01
H (2.15, 1.69, -0.80)  0.38
H (0.15, -1.66, 0.07)  0.21
H (-1.65, -1.09, 0.49)  0.20
H (-1.66, 0.76, 0.34)  0.21

Values from the calculation:
- Highest occupied orbital energy: -8.5 eV
- SMILES: C=CN1NC1=O

=====

Q.
# C3H4N2O

C3H4N2O as an isolated structure (the ωB97M-V functional and the def2-TZVPD basis, the OMol25 dataset).

Last column: natural (NBO) charge in e.
Atoms and positions in Å:
O (-0.86, -0.44, 0.15)  -0.41
N (-0.36, -0.19, -1.91)  -0.82
N (1.11, 0.40, -0.06)  -0.54
C (0.82, 0.41, 1.24)  -0.05
C (-0.34, -0.27, 1.47)  -0.04
C (0.02, 0.01, -0.57)  0.65
H (-0.97, -0.51, 2.25)  0.21
H (-0.24, 0.72, -2.51)  0.38
H (-1.50, -0.29, -2.05)  0.39
H (1.36, 1.23, 2.00)  0.22

Values from the calculation:
- Highest occupied orbital energy: -8.7 eV

=====

R.
# C3H4N2O

One molecule with the formula C3H4N2O (the ωB97M-V functional and the def2-TZVPD basis, the OMol25 dataset).

Last column: natural (NBO) charge in e.
Atoms and positions in Å:
O (1.73, -1.42, -0.81)  -0.69
N (0.76, 0.33, 0.08)  -0.63
N (-1.55, 1.09, -0.53)  -0.31
C (0.62, -0.97, -0.20)  0.26
C (-1.64, 0.23, 0.38)  0.07
C (-0.44, 1.00, 0.49)  0.00
H (1.57, 0.88, -0.20)  0.39
H (-2.24, -0.62, 0.68)  0.22
H (1.53, -2.34, -1.01)  0.50
H (-0.32, 1.83, 1.18)  0.19

Values from the calculation:
- Highest occupied orbital energy: -9.0 eV

=====

Quick one: most stable of them? Q

=====

P.
# C3H4N2O

C3H4N2O as an isolated structure (the ωB97M-V functional and the def2-TZVPD basis, the OMol25 dataset).

Last column: natural (NBO) charge in e.
Atoms and positions in Å:
O (-0.15, 1.24, -0.79)  -0.43
N (-0.91, -1.28, -0.43)  -0.82
N (2.58, -0.75, 0.16)  -0.26
C (-0.49, 1.26, 0.58)  -0.09
C (0.19, 0.14, -0.06)  0.27
C (1.52, -0.32, 0.07)  0.21
H (-1.54, 1.14, 0.80)  0.21
H (-0.89, -1.32, -1.44)  0.36
H (-0.39, -2.07, -0.07)  0.35
H (0.07, 1.96, 1.18)  0.19

Values from the calculation:
- Highest occupied orbital energy: -10.4 eV

=====

Q.
# C3H4N2O

One molecule with the formula C3H4N2O (the ωB97M-V functional and the def2-TZVPD basis, the OMol25 dataset).

Last column: natural (NBO) charge in e.
Atoms and positions in Å:
O (1.75, -0.53, -0.35)  -0.69
N (-1.20, 0.81, -0.47)  -0.28
N (-1.21, -0.32, 0.30)  -0.36
C (0.04, 1.26, -0.40)  -0.04
C (-0.03, -0.55, 0.87)  0.05
C (0.87, 0.37, 0.38)  0.01
H (0.22, -1.41, 1.48)  0.22
H (0.28, 2.18, -0.91)  0.22
H (1.14, -0.78, -1.07)  0.46
H (-1.93, -1.01, 0.15)  0.41

Values from the calculation:
- Highest occupied orbital energy (spin up / spin down): -8.6 / -8.6 eV
- SMILES: Oc1cn[nH]c1

=====

Quick one: most stable of them? P